The following is a DFT calculation (the ωB97M-V functional and the def2-TZVPD basis) of C40H32N4OP2PdSTe as an isolated structure.

Last column: Löwdin charge in e.
Element x y z (Å)
Pd: 2.1217 1.0576 -0.6571  0.63
Te: -2.5050 0.6530 -1.9534  1.37
C: -3.9242 1.2135 -0.5202  -0.55
C: -3.7793 0.9240 0.8291  -0.14
C: -4.7747 1.3402 1.7012  -0.14
N: -5.8677 1.9943 1.3237  0.08
C: -5.9950 2.2547 0.0265  -0.13
C: -5.0590 1.8964 -0.9353  -0.12
C: -0.8417 0.5477 -0.6164  -0.84
P: -0.1256 -0.9767 -0.6780  0.92
C: 1.1458 -1.6071 0.5535  -0.39
C: 0.5370 -1.9617 1.8358  0.04
C: 1.4496 -1.7572 2.8507  -0.07
C: 3.6719 -1.7766 2.5136  -0.16
C: 4.3612 -1.7274 1.1872  0.02
C: 3.5764 -1.1336 0.3085  -0.10
C: -1.4017 -2.2472 -0.7214  -0.35
C: -2.2717 -2.3330 0.3657  -0.11
C: -3.3009 -3.2601 0.3626  -0.04
C: -3.4738 -4.0981 -0.7305  -0.03
C: -2.6278 -3.9956 -1.8260  -0.04
C: -1.5951 -3.0727 -1.8268  -0.08
P: 0.1811 2.0013 -0.5603  0.84
C: 0.6845 2.3361 1.1444  -0.38
C: 1.7298 3.2549 1.3211  -0.09
C: 2.1956 3.5505 2.5918  -0.04
C: 1.6013 2.9671 3.7026  -0.05
C: 0.5493 2.0725 3.5422  -0.07
C: 0.1057 1.7472 2.2711  -0.09
C: -0.6242 3.4617 -1.1588  -0.40
C: -1.6825 3.9354 -0.3783  -0.09
C: -2.3541 5.0715 -0.7920  -0.04
C: -1.9586 5.7346 -1.9484  -0.04
C: -0.8916 5.2695 -2.7037  -0.05
C: -0.2169 4.1231 -2.3125  -0.07
H: -2.9066 0.4047 1.2045  0.06
H: -4.6869 1.1323 2.7627  0.11
H: -6.8905 2.7901 -0.2685  0.12
H: -5.2268 2.1646 -1.9706  0.10
H: -0.2727 -2.6753 1.8753  0.14
H: 1.0896 -1.6888 3.8727  0.16
H: 4.3189 -1.5959 3.3684  0.16
H: 5.3430 -2.1240 0.9785  0.13
H: 3.7718 -0.9668 -0.7452  0.12
H: -2.1762 -1.6576 1.2073  0.10
H: -3.9730 -3.3217 1.2076  0.12
H: -4.2748 -4.8247 -0.7334  0.12
H: -2.7785 -4.6298 -2.6888  0.12
H: -0.9677 -2.9989 -2.7065  0.11
H: 2.1566 3.7739 0.4699  0.11
H: 3.0097 4.2514 2.7142  0.12
H: 1.9483 3.2198 4.6956  0.12
H: 0.0706 1.6364 4.4092  0.12
H: -0.7132 1.0474 2.1427  0.09
H: -1.9807 3.4324 0.5337  0.11
H: -3.1812 5.4458 -0.2040  0.12
H: -2.4839 6.6286 -2.2568  0.12
H: -0.5830 5.7985 -3.5946  0.12
H: 0.6129 3.7481 -2.8995  0.10
C: 2.7663 -3.0307 2.7598  -0.04
C: 2.6493 -4.0772 1.7866  -0.03
C: 2.1963 -3.9718 0.4928  0.00
C: 1.6081 -2.8607 -0.1328  -0.12
N: 2.3127 -0.6714 0.8762  -0.05
C: 2.5119 -0.7861 2.3649  -0.16
C: 1.5225 -2.7238 -1.5645  -0.19
C: 2.0916 -3.5430 -2.5504  0.04
C: 2.0777 -3.1241 -3.8582  0.01
C: 1.5012 -1.8920 -4.2248  0.00
C: 0.9097 -1.1370 -3.2595  -0.07
N: 0.9273 -1.5612 -1.9687  -0.10
H: 2.9120 -3.4500 3.7526  0.14
H: 2.9313 -5.0672 2.1239  0.12
H: 2.2536 -4.8761 -0.1038  0.13
H: 2.5767 0.1840 2.8489  0.15
H: 2.5556 -4.4764 -2.2701  0.13
H: 2.5233 -3.7500 -4.6201  0.13
H: 1.5062 -1.5487 -5.2482  0.13
H: 0.4144 -0.1923 -3.4442  0.12
O: 4.5462 2.0653 -0.7138  -0.58
S: 4.1048 2.2853 -2.1017  0.75
N: 2.7358 1.7548 -2.4315  -0.53

Atomic forces in eV per Å
0.8439 0.2502 0.0238
0.0238 0.0626 -0.0027
-0.1530 0.0268 0.1519
0.0433 0.0678 -0.1034
-0.0073 -0.0074 0.1512
0.0819 -0.0420 -0.0839
-0.1334 0.0795 -0.0172
0.0714 -0.0519 0.0414
0.0584 0.4311 -0.9246
-0.4547 -0.5399 0.5526
0.4869 0.2742 -0.2171
0.3161 -0.5918 -0.1666
-0.9012 1.1135 0.0943
-0.3424 0.3055 -0.0683
0.1542 0.0493 -0.0360
-0.0182 -0.0257 -0.0487
0.0137 0.0397 0.1168
-0.1128 0.0505 0.0048
0.0164 -0.0120 -0.0241
0.0060 0.0104 -0.0009
-0.0096 0.0041 0.0013
0.0579 -0.1052 0.0075
-0.0870 -1.1042 1.2675
-0.1163 0.3715 0.3996
-0.0971 0.1571 0.0468
-0.0008 0.0114 -0.0149
-0.0316 -0.0482 0.0211
0.0663 0.0160 0.0053
-0.1821 -0.1996 -0.2397
0.2970 0.0546 -0.2930
0.0115 0.0935 -0.0892
-0.0248 -0.0248 0.0495
0.0113 0.0134 -0.0368
-0.0190 0.0020 0.0205
-0.0031 -0.0487 -0.0949
-0.0270 0.0291 -0.0085
0.0032 0.0056 -0.0007
0.0003 -0.0055 0.0032
0.0083 -0.0022 -0.0116
-0.2136 0.2022 0.0649
0.2376 -0.4064 0.1107
0.0067 -0.0583 0.0087
-0.0006 -0.0186 0.0148
0.0155 -0.0051 0.0120
0.0329 -0.0173 -0.0210
0.0003 0.0046 0.0066
-0.0146 0.0101 -0.0050
0.0023 -0.0051 -0.0018
0.0170 -0.0036 0.0227
0.0456 -0.0806 -0.0188
-0.0067 0.0157 0.0007
0.0044 0.0030 0.0035
-0.0085 -0.0018 0.0042
-0.0060 0.0068 0.0005
0.0087 -0.0363 0.0073
-0.0001 0.0142 -0.0030
-0.0014 0.0030 -0.0026
-0.0034 0.0037 -0.0052
0.0074 -0.0227 0.0248
0.9329 -0.6363 -0.1118
-0.1147 0.1244 -0.0164
0.1601 0.0917 -0.0089
0.0212 -0.0014 -0.1868
-0.8257 -0.0616 0.1338
0.2766 -0.2011 -0.0479
0.0019 -0.0658 0.1112
-0.0200 0.1007 0.0375
-0.0110 0.0093 -0.0275
0.0110 -0.0021 -0.0098
0.0592 -0.0079 0.0710
-0.2538 -0.1218 -0.2530
-0.1366 0.1435 0.0763
-0.2607 -0.0593 0.0734
0.0662 -0.0008 -0.0162
0.0188 0.0301 -0.0809
0.0331 0.0066 0.0031
0.0042 0.0079 -0.0106
0.0001 -0.0194 -0.0096
0.0174 0.0009 -0.0035
0.0439 0.0612 -0.1284
0.0667 -0.1197 -0.2490
-0.0649 0.4031 -0.0462

As for the charge: +2. For the HOMO energy, the calculation gives -0.4719 Eh. Its multiplicity is 1. The calculation puts the relative energy (zero: lowest compared OMol25 entry of this formula, charge and spin) at 578.4 kJ/mol.